{"formula": "C15H23FN4O4Si2", "method": "wB97M-V/def2-TZVPD", "homo_lumo_gap_ev": 8.05, "max_force_ev_per_a": 12.03, "homo_energy_ev": -8.9, "elements": ["C", "C", "C", "N", "Si", "C", "N", "O", "C", "N", "O", "Si", "C", "C", "C", "C", "C", "C", "C", "C", "C", "O", "N", "C", "O", "F", "H", "H", "H", "H", "H", "H", "H", "H", "H", "H", "H", "H", "H", "H", "H", "H", "H", "H", "H", "H", "H", "H", "H"], "coordinates": [[-0.28554, -4.42072, -0.18988], [0.73155, -3.18242, 0.15676], [0.80531, -2.02578, -1.04641], [1.63619, -0.88774, -0.49619], [1.64984, 0.55660, -1.56838], [3.14971, 0.66008, -2.77493], [4.39684, 0.13834, -2.03238], [0.17773, 0.79471, -2.50934], [0.35030, 2.06285, -3.29294], [0.80026, 3.09144, -3.98114], [1.77353, 1.99212, -0.50181], [0.63193, 1.87606, 0.83097], [-0.77593, 3.19680, 0.69452], [-2.17648, 2.68453, 1.38679], [-2.83593, 1.34881, 0.70090], [-3.73710, 1.47024, -0.69191], [-4.41692, 0.09783, -1.30871], [-4.28628, -1.40848, -0.64173], [-3.36459, -1.53347, 0.71683], [-2.69319, -0.16829, 1.33125], [1.66742, 2.06283, 2.48695], [2.60348, 3.01713, 2.46923], [1.47203, 1.19570, 3.71317], [2.53201, 0.11225, 3.71590], [3.10907, -0.34058, 4.84167], [3.03623, -0.49649, 2.43168], [-0.07409, -4.85363, -1.27690], [-1.42406, -4.11237, -0.12182], [-0.07440, -5.32617, 0.55852], [1.81682, -3.58967, 0.37809], [0.36218, -2.62228, 1.13773], [-0.28515, -1.60077, -1.28063], [1.23134, -2.52190, -2.01692], [2.58830, -1.18509, -0.18967], [3.42214, 1.78728, -3.05248], [2.99359, 0.06444, -3.79244], [4.24373, -0.91141, -2.03055], [4.22586, 0.47201, -1.03670], [-0.03164, 0.57129, 0.93975], [-0.41942, 4.13814, 1.33632], [-0.94805, 3.55644, -0.40577], [-2.97270, 3.55956, 1.25784], [-2.09239, 2.47448, 2.54076], [-3.89802, 2.51293, -1.21666], [-5.08465, 0.20330, -2.28632], [-4.81761, -2.35225, -1.10080], [-3.20790, -2.57206, 1.26812], [-2.04584, -0.28618, 2.32328], [0.54044, 0.69955, 3.62635]], "mulliken_charge": [-0.92, -0.24, -0.59, 0.14, 0.13, -0.39, -0.69, -0.41, 0.35, -0.46, -0.20, 0.32, -0.52, -0.88, 0.59, -0.43, -0.34, -0.46, -0.37, -0.21, 0.38, -0.52, -0.29, 0.49, -0.46, -0.20, 0.27, 0.18, 0.31, 0.31, 0.14, 0.27, 0.29, 0.27, 0.25, 0.34, 0.29, 0.27, -0.12, 0.37, 0.37, 0.37, 0.29, 0.29, 0.27, 0.30, 0.35, 0.13, 0.37]}

{"formula": "C7H9F2N3", "method": "wB97M-V/def2-TZVPD", "homo_lumo_gap_ev": 10.11, "max_force_ev_per_a": 4.08, "homo_energy_ev": -9.2, "smiles": "C=C(C)c1cn[nH]n1.C=C(F)F", "relative_energy_kcal_mol": 9.0, "elements": ["C", "C", "C", "C", "C", "N", "N", "N", "H", "H", "H", "H", "H", "H", "H", "C", "C", "F", "F", "H", "H"], "coordinates": [[-2.03287, -0.82645, -0.57516], [-1.30493, 0.06053, 0.11335], [-1.59781, 0.87488, 1.28575], [-0.18096, 0.70566, -0.75718], [0.54689, 0.13635, -1.78696], [1.41472, 0.97940, -2.20639], [1.07223, 2.11407, -1.61115], [0.13644, 1.98758, -0.71064], [-2.93008, -1.36024, -0.24097], [-1.78926, -1.07568, -1.59856], [-2.38793, 1.51661, 1.13991], [-0.80129, 1.56446, 1.59795], [-1.80743, 0.30901, 2.24605], [0.43564, -0.92480, -2.02598], [1.68306, 2.92787, -1.75529], [0.95192, -1.55878, 1.45991], [2.13516, -1.49281, 0.88973], [2.61680, -2.34987, 0.02440], [3.01285, -0.56719, 1.19021], [0.18547, -2.32435, 1.22763], [0.64138, -0.69626, 2.09336]], "mulliken_charge": [-1.04, 0.72, -1.42, 0.82, -0.28, -0.66, 0.14, -0.57, 0.30, 0.23, 0.40, 0.36, 0.34, 0.41, 0.25, -0.45, 0.43, -0.26, -0.25, 0.31, 0.23]}

{"formula": "C3H4N2S3", "method": "wB97M-V/def2-TZVPD", "homo_lumo_gap_ev": 7.93, "max_force_ev_per_a": 2.98, "homo_energy_ev": -9.3, "smiles": "S=CNC(=S)NC=S", "relative_energy_kcal_mol": 18.8, "elements": ["S", "C", "N", "C", "S", "N", "C", "S", "H", "H", "H", "H"], "coordinates": [[-1.21465, 2.62573, 1.86709], [-1.37146, 1.67678, 0.53874], [-0.45428, 0.66465, 0.22583], [-0.51372, -0.40831, -0.69413], [-1.60409, -0.43683, -1.96343], [0.47426, -1.39617, -0.53695], [1.59348, -1.13253, 0.17086], [3.08567, -1.76873, 0.15008], [-2.07729, 1.82194, -0.37807], [0.16755, 0.79291, 0.96205], [0.60709, -1.83709, -1.43773], [1.30744, -0.60233, 1.09566]], "mulliken_charge": [-0.29, 0.00, -0.14, 0.46, -0.32, -0.10, -0.20, -0.23, 0.23, 0.10, 0.29, 0.21]}

{"formula": "C14H15NO4S", "method": "wB97M-V/def2-TZVPD", "homo_lumo_gap_ev": 8.25, "max_force_ev_per_a": 1.04, "homo_energy_ev": -7.6, "smiles": "COc1ccc(-c2nc(C)sc2CC(=O)O)cc1OC", "relative_energy_kcal_mol": 25.4, "elements": ["C", "O", "C", "C", "C", "C", "C", "N", "C", "C", "S", "C", "C", "C", "O", "O", "C", "C", "O", "C", "H", "H", "H", "H", "H", "H", "H", "H", "H", "H", "H", "H", "H", "H", "H"], "coordinates": [[0.82004, -2.26041, -4.31341], [1.52623, -1.71048, -3.23065], [0.82367, -1.05118, -2.26854], [-0.55233, -0.89655, -2.24606], [-1.17128, -0.21795, -1.20879], [-0.42186, 0.32529, -0.17645], [-1.11217, 1.01104, 0.91221], [-2.27395, 1.66918, 0.62731], [-2.81768, 2.21455, 1.64556], [-4.06987, 3.00417, 1.62726], [-1.93119, 1.95348, 3.14102], [-0.75911, 1.04258, 2.23696], [0.38791, 0.40940, 2.95282], [0.70139, -0.99067, 2.46758], [1.81115, -1.43654, 2.34784], [-0.39786, -1.70701, 2.23825], [0.96931, 0.20210, -0.20736], [1.59768, -0.48824, -1.22700], [2.93934, -0.67841, -1.32447], [3.75080, -0.26453, -0.24952], [0.28363, -1.49083, -4.87868], [0.11134, -3.02910, -3.98627], [1.57361, -2.71667, -4.95346], [-1.16117, -1.30983, -3.03431], [-2.24361, -0.10876, -1.19489], [-3.88701, 4.01514, 1.98889], [-4.81805, 2.54519, 2.27224], [-4.44750, 3.04774, 0.60946], [1.29813, 1.01243, 2.88144], [0.13476, 0.32501, 4.01408], [-0.16736, -2.59797, 1.93139], [1.56017, 0.67694, 0.55653], [4.75342, -0.61357, -0.49072], [3.76418, 0.82684, -0.15445], [3.42526, -0.71236, 0.69419]], "mulliken_charge": [-0.95, -0.41, 1.04, -0.42, -1.28, -0.02, -0.34, -0.57, 0.62, -1.11, -0.30, 0.63, -0.77, 0.43, -0.61, -0.42, -0.55, 0.82, -0.46, -0.73, 0.37, 0.36, 0.23, 0.38, 0.46, 0.30, 0.30, 0.32, 0.32, 0.52, 0.38, 0.61, 0.26, 0.32, 0.26]}

{"formula": "CHN5O4S", "method": "wB97M-V/def2-TZVPD", "spin_multiplicity": 3, "homo_lumo_gap_ev": [6.08, 7.04], "s_squared": 2.010, "max_force_ev_per_a": 3.91, "homo_energy_ev": [-6.8, -11.1], "elements": ["C", "N", "N", "N", "N", "N", "O", "O", "O", "O", "S", "H"], "coordinates": [[0.08222, -0.76600, -1.43145], [0.68538, 0.32134, -1.44067], [0.25625, 1.15976, -0.43133], [-0.89910, 0.99007, 0.16773], [-0.81201, -1.57669, -1.48132], [1.29976, 1.52837, 0.55136], [2.39781, 1.52248, 0.16436], [0.82027, 1.77894, 1.62492], [-2.17574, -0.94720, 1.37029], [0.32492, -1.11175, 0.96683], [-0.95876, -0.46144, 0.80889], [-1.02099, -2.43789, -0.86960]], "mulliken_charge": [0.78, -0.57, 0.44, -0.39, -0.43, 1.12, -0.52, -0.48, -0.56, -0.50, 0.74, 0.38]}

{"formula": "C18H36As2AuINO2", "method": "wB97M-V/def2-TZVPD", "homo_lumo_gap_ev": 5.38, "max_force_ev_per_a": 1.60, "charge": 3, "homo_energy_ev": -17.7, "relative_energy_kcal_mol": 14.3, "elements": ["Au", "C", "C", "C", "O", "C", "H", "H", "H", "H", "H", "H", "H", "H", "C", "C", "As", "C", "C", "C", "C", "H", "H", "H", "H", "H", "H", "H", "H", "H", "H", "H", "H", "H", "H", "H", "I", "C", "C", "C", "C", "C", "N", "H", "H", "H", "H", "C", "As", "C", "C", "O", "H", "H", "H", "H", "H", "H", "H", "H", "H"], "coordinates": [[-0.40577, 0.31497, -0.29990], [-4.25720, -0.95942, 0.32435], [-3.49719, -0.88019, 1.65844], [-2.89091, 0.50911, 1.59244], [-2.48482, 0.66319, 0.19605], [-3.45846, -0.06126, -0.62506], [-5.26643, -0.57190, 0.44942], [-4.33841, -1.97642, -0.05085], [-2.70656, -1.63575, 1.70870], [-4.16530, -1.00199, 2.50738], [-2.01504, 0.66649, 2.21793], [-3.63386, 1.27735, 1.81610], [-2.90928, -0.62623, -1.37927], [-4.09062, 0.67161, -1.12613], [-1.46323, -0.97725, 4.41379], [-0.35803, -1.60947, 3.59251], [0.45060, -0.56658, 2.10676], [1.19284, 1.07568, 2.89009], [0.24199, 2.26224, 2.98693], [1.98060, -1.68785, 1.60311], [2.91068, -1.96401, 2.78231], [-1.63028, -1.60021, 5.29456], [-2.40758, -0.92467, 3.87597], [-1.19740, 0.01611, 4.77542], [-0.65301, -2.57560, 3.18217], [0.53677, -1.75354, 4.20760], [2.06058, 1.31650, 2.27352], [1.53421, 0.76894, 3.88340], [-0.15006, 2.54478, 2.00836], [0.77863, 3.12221, 3.38712], [-0.59195, 2.06399, 3.65986], [2.48858, -1.13528, 0.81572], [1.58630, -2.61354, 1.18151], [3.28444, -1.04853, 3.24072], [3.77306, -2.51996, 2.41198], [2.45121, -2.58625, 3.54801], [1.57378, 3.06850, -0.69681], [0.36342, 2.63988, -2.35351], [0.48985, 3.38595, -3.51417], [-0.41110, 3.15261, -4.54567], [-1.39912, 2.19038, -4.39310], [-1.43092, 1.46712, -3.21499], [-0.56078, 1.68635, -2.22411], [1.24824, 4.15091, -3.60521], [-0.34915, 3.73134, -5.45846], [-2.13162, 2.00443, -5.16561], [-2.17238, 0.69534, -3.05386], [3.60256, 0.34516, -2.97279], [2.18338, -0.80442, -2.37799], [0.87445, -1.02682, -3.77211], [2.97281, -2.49566, -1.91038], [1.50116, -0.17204, -0.94154], [4.09616, -0.17165, -3.79814], [4.31785, 0.49813, -2.16656], [3.22704, 1.30382, -3.32418], [1.30914, -1.65033, -4.55363], [0.62275, -0.05507, -4.19282], [-0.01512, -1.51272, -3.37453], [3.40834, -2.93126, -2.81037], [2.21784, -3.16980, -1.51088], [3.76235, -2.32743, -1.17965]], "mulliken_charge": [0.83, -1.09, -0.29, 0.42, -0.46, -0.11, 0.34, 0.40, 0.11, 0.53, -0.43, 0.38, 0.29, 0.29, -0.99, -0.58, 0.28, -0.42, -1.11, 0.01, -1.35, 0.42, 0.09, 0.29, 0.48, 0.52, 0.45, 0.60, 0.19, 0.39, 0.25, 0.00, 0.40, 0.35, 0.42, 0.37, 0.23, -0.02, -0.48, -0.36, -0.79, -0.24, 0.08, 0.51, 0.47, 0.48, 0.38, -1.06, 0.60, -1.01, -1.13, -0.44, 0.45, 0.38, 0.36, 0.47, 0.27, 0.37, 0.45, 0.35, 0.39]}

Result set for E: -1783.79201 -636.03054 -1420.74386 -1296.39554 -1011.19933 -5816.55695 Eh, one per record in the order listed.